# 1
{
  "formula": "C14H14BF2N2NiO3S3",
  "method": "ωB97M-V/def2-TZVPD",
  "elements": ["Ni", "C", "C", "C", "C", "C", "C", "C", "S", "O", "O", "N", "C", "C", "C", "C", "C", "N", "H", "H", "H", "H", "H", "H", "H", "H", "H", "H", "H", "C", "O", "C", "S", "S", "H", "H", "H", "F", "B", "F"],
  "positions_angstrom": [[1.807, 1.004, 0.569], [-5.601, -1.275, -0.642], [-4.267, -1.277, 0.063], [-3.706, -0.093, 0.535], [-2.490, -0.091, 1.199], [-1.823, -1.295, 1.394], [-2.360, -2.487, 0.929], [-3.578, -2.471, 0.266], [-0.241, -1.273, 2.188], [0.065, -2.639, 2.540], [-0.301, -0.281, 3.223], [0.702, -0.697, 1.047], [1.320, -1.427, 0.063], [1.353, -2.818, -0.157], [2.110, -3.292, -1.204], [2.825, -2.417, -2.023], [2.733, -1.072, -1.750], [1.988, -0.592, -0.756], [-5.893, -0.265, -0.927], [-6.383, -1.680, 0.005], [-5.569, -1.890, -1.543], [-4.226, 0.845, 0.372], [-2.046, 0.830, 1.556], [-1.826, -3.414, 1.103], [-4.002, -3.400, -0.104], [0.831, -3.478, 0.520], [2.165, -4.360, -1.378], [3.434, -2.770, -2.843], [3.264, -0.329, -2.335], [3.397, 5.498, -0.544], [3.597, 4.303, 0.209], [3.830, 3.159, -0.433], [4.142, 3.090, -2.062], [3.963, 1.817, 0.666], [3.011, 6.220, 0.170], [2.687, 5.333, -1.350], [4.337, 5.841, -0.973], [-0.647, 2.812, 0.127], [0.556, 2.648, 0.733], [0.842, 3.683, 1.547]],
  "lowdin_spin": [1.597, 0.000, 0.000, 0.000, 0.001, 0.000, 0.000, 0.000, 0.006, 0.006, 0.001, 0.045, 0.011, 0.001, 0.003, 0.001, 0.006, 0.038, 0.000, 0.000, 0.000, 0.000, 0.001, 0.000, 0.000, 0.000, 0.000, 0.000, 0.000, 0.001, 0.003, 0.017, 0.003, 0.093, 0.000, 0.000, 0.000, 0.026, 0.112, 0.027],
  "multiplicity": 3,
  "largest_force_ha_per_bohr": 0.013,
  "total_charge": -1,
  "gap_ha": [0.2612, 0.2741],
  "lumo_energy_ev": [2.651, 2.648]
}

# 2
{
  "formula": "C14H14BF9N6OW",
  "method": "ωB97M-V/def2-TZVPD",
  "elements": ["C", "N", "N", "C", "C", "B", "N", "N", "C", "C", "C", "W", "N", "N", "C", "C", "C", "H", "H", "H", "H", "H", "H", "H", "H", "H", "H", "H", "C", "H", "H", "H", "F", "C", "F", "F", "C", "O", "C", "F", "F", "F", "C", "F", "F", "F"],
  "positions_angstrom": [[-0.339, 2.928, -0.656], [-0.166, 1.683, -1.187], [0.107, 1.844, -2.548], [0.029, 3.145, -2.846], [-0.241, 3.867, -1.680], [0.332, 0.636, -3.511], [1.473, -0.229, -2.872], [1.456, -0.628, -1.510], [2.536, -1.446, -1.282], [3.183, -1.619, -2.505], [2.491, -0.864, -3.468], [-0.364, -0.378, -0.751], [-0.992, -0.200, -3.513], [-1.539, -0.673, -2.304], [-2.710, -1.329, -2.585], [-2.908, -1.258, -3.960], [-1.828, -0.558, -4.478], [-3.277, -1.767, -1.781], [-1.566, -0.269, -5.486], [-3.737, -1.674, -4.516], [0.672, 1.018, -4.604], [2.634, -0.826, -4.526], [0.139, 3.466, -3.875], [4.031, -2.236, -2.653], [-0.339, 4.932, -1.624], [2.746, -1.786, -0.274], [-0.502, 3.076, 0.395], [-1.216, -2.673, -0.339], [-0.561, -2.109, 0.341], [0.398, -2.660, 0.403], [0.419, -0.633, 1.912], [-1.036, -2.074, 1.339], [0.778, -2.166, 3.565], [1.134, -0.960, 4.114], [1.255, -1.119, 5.450], [2.352, -0.657, 3.586], [0.075, 0.130, 3.701], [0.146, 0.235, 2.282], [-1.396, -0.300, 4.076], [-1.598, -0.305, 5.418], [-2.294, 0.534, 3.500], [-1.677, -1.554, 3.615], [0.424, 1.602, 4.108], [0.432, 1.803, 5.452], [1.645, 1.940, 3.620], [-0.481, 2.445, 3.542]],
  "lowdin_spin": [0.168, 0.102, 0.136, 0.105, 0.424, 0.011, 0.030, 0.010, 0.000, 0.011, -0.006, 0.856, 0.028, 0.035, -0.005, 0.030, 0.023, -0.001, 0.001, 0.001, 0.000, 0.000, 0.001, 0.001, 0.013, 0.000, 0.003, -0.001, 0.000, 0.006, 0.000, 0.006, 0.000, 0.000, 0.000, 0.000, 0.001, 0.012, 0.000, 0.000, 0.000, 0.000, 0.000, 0.000, 0.000, 0.000],
  "multiplicity": 3,
  "largest_force_ha_per_bohr": 0.073,
  "total_charge": 4,
  "gap_ha": [0.1919, 0.1443],
  "lumo_energy_ev": [-17.764, -19.056]
}

# 3
{
  "formula": "C14H14BK2O9SSn",
  "method": "ωB97M-V/def2-TZVPD",
  "elements": ["Sn", "K", "K", "B", "H", "H", "H", "H", "C", "C", "C", "O", "C", "C", "C", "O", "O", "O", "H", "H", "C", "C", "C", "O", "C", "C", "C", "O", "O", "O", "H", "H", "C", "S", "O", "C", "H", "H", "H", "H", "H", "H"],
  "positions_angstrom": [[-18.528, 17.577, 11.793], [-21.995, 13.575, 11.456], [-22.803, 15.580, 8.303], [-20.146, 15.453, 10.156], [-19.215, 14.927, 10.298], [-19.996, 16.451, 9.772], [-20.756, 14.828, 9.522], [-20.633, 15.595, 11.108], [-23.864, 18.571, 14.950], [-24.168, 17.314, 14.480], [-23.152, 16.287, 13.986], [-23.414, 15.038, 13.658], [-21.802, 16.615, 13.963], [-21.280, 17.933, 14.355], [-22.393, 18.937, 15.013], [-22.064, 20.067, 15.544], [-20.094, 18.355, 14.217], [-25.449, 17.169, 14.233], [-24.514, 19.413, 15.134], [-21.017, 15.935, 13.666], [-24.169, 20.723, 11.835], [-22.802, 20.951, 11.933], [-21.747, 20.121, 11.325], [-20.481, 20.225, 11.599], [-21.996, 18.904, 10.749], [-23.391, 18.537, 10.509], [-24.634, 19.531, 11.142], [-25.755, 19.010, 11.303], [-23.695, 17.473, 10.032], [-22.528, 22.004, 12.581], [-24.844, 21.560, 11.934], [-21.302, 18.159, 10.388], [-17.895, 12.676, 10.921], [-16.264, 13.498, 11.210], [-16.630, 14.935, 11.452], [-16.209, 12.786, 12.940], [-18.421, 13.101, 10.066], [-18.503, 12.542, 11.815], [-17.661, 11.635, 10.696], [-15.955, 11.739, 12.777], [-17.139, 13.041, 13.447], [-15.429, 13.350, 13.452]],
  "lowdin_spin": [0.826, 0.441, 0.433, 0.075, 0.003, 0.003, 0.018, 0.019, -0.355, -0.011, 0.007, 0.010, -0.012, 0.011, 0.004, -0.158, 0.062, -0.372, -0.010, 0.010, -0.051, -0.002, 0.002, 0.018, 0.001, 0.001, -0.001, -0.013, 0.007, -0.029, -0.002, 0.001, 0.011, 0.014, 0.017, 0.002, 0.004, 0.009, 0.005, 0.001, 0.001, 0.000],
  "multiplicity": 2,
  "largest_force_ha_per_bohr": 0.113,
  "total_charge": -2,
  "gap_ha": [0.0863, 0.1516],
  "lumo_energy_ev": [3.007, 3.113]
}